Entry 1:
# C30H39AsNS6SbW

C30H39AsNS6SbW as an isolated structure (wB97M-V/def2-TZVPD, OMol25).

Last column: Löwdin spin population.
Element x y z (Å)
W (-0.73510, 0.05590, 0.32000)  0.8862
S (3.41850, 0.57960, -0.89020)  0.0515
Sb (2.59990, -1.32100, 0.15260)  0.0442
S (1.06680, -0.25290, 1.83200)  0.1734
S (0.48190, -1.50440, -1.11630)  0.0353
C (0.48870, 3.26630, 1.74090)  0.0014
C (1.29310, 2.88180, 0.51770)  0.0117
S (0.44570, 1.87010, -0.75870)  0.0346
C (-0.67460, 3.08360, -1.58050)  0.0089
C (-1.86460, 3.52390, -0.75780)  0.0032
S (-2.77380, 2.05160, -0.11610)  -0.0015
C (-3.37200, 2.64780, 1.50720)  -0.0006
C (-2.26750, 3.10790, 2.43930)  -0.0011
S (-0.77170, 2.02090, 2.31440)  -0.0046
H (-0.04840, 4.20120, 1.59620)  0.0001
H (1.15370, 3.39140, 2.59630)  -0.0002
H (2.14190, 2.24990, 0.79130)  0.0018
H (1.67160, 3.76540, 0.00480)  0.0005
H (-0.99410, 2.55950, -2.48330)  0.0003
H (-0.05770, 3.93600, -1.86180)  -0.0003
H (-2.57080, 4.08270, -1.37050)  -0.0002
H (-1.56330, 4.13520, 0.08710)  0.0001
H (-3.89400, 1.77850, 1.91010)  0.0000
H (-4.09560, 3.44170, 1.32900)  -0.0006
H (-2.59950, 3.05530, 3.47550)  -0.0001
H (-1.96410, 4.13290, 2.24050)  -0.0001
C (-1.17420, -5.46620, -4.96940)  0.0000
C (-1.76230, -4.40430, -4.09690)  -0.0002
C (-2.74620, -4.69080, -3.16040)  0.0003
C (-3.20050, -3.72980, -2.26310)  0.0000
C (-4.34800, -4.06600, -1.35020)  -0.0004
C (-2.62960, -2.44620, -2.28090)  0.0004
As (-2.71160, -1.10660, -0.78810)  0.0031
N (-1.78350, -1.69520, 0.67350)  -0.1419
C (-1.49020, -2.86680, 1.27940)  -0.0050
C (-1.75910, -4.12860, 0.72010)  -0.0367
C (-1.50080, -5.27920, 1.42910)  0.0042
C (-0.92540, -5.21270, 2.69240)  -0.0469
C (-0.60930, -3.97520, 3.24270)  0.0037
C (-0.89890, -2.81570, 2.56260)  -0.0324
C (-4.60590, -1.02130, -0.14020)  -0.0053
C (-5.00780, -1.10570, 1.19790)  -0.0007
C (-4.04480, -1.09480, 2.35170)  0.0023
C (-6.36520, -1.18160, 1.49620)  0.0000
C (-7.33880, -1.14810, 0.51170)  -0.0002
C (-8.78490, -1.35210, 0.83530)  0.0000
C (-6.92950, -0.90970, -0.79770)  -0.0001
C (-5.58720, -0.83210, -1.13270)  -0.0006
C (-5.18010, -0.51110, -2.54210)  0.0001
C (-1.75820, -2.10030, -3.33270)  0.0003
C (-1.34750, -0.68230, -3.62540)  0.0037
C (-1.33450, -3.08790, -4.20800)  0.0011
H (-1.79740, -6.35620, -4.97870)  0.0000
H (-0.18920, -5.73960, -4.58860)  0.0000
H (-1.04260, -5.10730, -5.98780)  0.0000
H (-3.16280, -5.68890, -3.11560)  0.0000
H (-4.29950, -5.09600, -1.00520)  0.0000
H (-5.28160, -3.94560, -1.90280)  0.0000
H (-4.37900, -3.39180, -0.49040)  -0.0003
H (-2.13930, -4.17160, -0.28730)  -0.0015
H (-1.74570, -6.23530, 0.99100)  0.0011
H (-0.71980, -6.11700, 3.24300)  -0.0025
H (-0.14800, -3.91910, 4.21760)  0.0011
H (-0.69870, -1.84820, 3.01110)  0.0024
H (-3.13320, -0.52160, 2.12760)  0.0036
H (-3.74670, -2.11000, 2.61840)  -0.0002
H (-4.52070, -0.65370, 3.22630)  -0.0002
H (-6.66130, -1.27880, 2.53070)  0.0000
H (-8.95300, -1.38580, 1.90830)  0.0000
H (-9.12120, -2.29620, 0.40710)  0.0000
H (-9.39500, -0.56080, 0.40570)  0.0000
H (-7.67900, -0.79290, -1.56900)  0.0000
H (-6.01620, -0.09250, -3.09540)  0.0000
H (-4.83080, -1.40910, -3.05750)  0.0001
H (-4.35410, 0.21260, -2.52720)  -0.0001
H (-1.17600, -0.09920, -2.71270)  0.0038
H (-2.13680, -0.19990, -4.20580)  -0.0001
H (-0.43120, -0.66240, -4.20980)  0.0005
H (-0.63950, -2.83110, -4.99270)  0.0000

* multiplicity: 2
* E_LUMO (alpha / beta): -4.48 / -4.25 eV
* charge: +1
* energy above the lowest of the compared OMol25 structures with the same formula, charge and spin: 1.9216 eV


Entry 2:
# C30H39BN13PTeYb

C30H39BN13PTeYb as an isolated structure (wB97M-V/def2-TZVPD, OMol25).

Last column: Löwdin spin population.
Element x y z (Å)
Yb (10.62012, 11.06054, 15.94262)  0.0067
C (6.72772, 10.21588, 18.00271)  0.0003
C (8.07682, 9.86806, 17.96331)  0.0007
N (8.81118, 10.95131, 17.50676)  0.0005
N (7.91632, 11.95482, 17.32118)  0.0000
C (6.65353, 11.54989, 17.57245)  0.0002
B (8.36994, 13.41357, 16.93527)  0.0004
N (9.74198, 13.87502, 17.54291)  0.0000
C (10.03591, 15.06114, 18.11338)  0.0000
C (11.36108, 14.96640, 18.63695)  0.0000
C (11.82009, 13.69258, 18.26474)  0.0000
N (10.84063, 13.01352, 17.62954)  0.0000
N (8.48955, 13.56676, 15.33711)  0.0003
C (8.08720, 14.55147, 14.51826)  0.0008
C (8.77490, 14.47776, 13.29835)  0.0002
C (9.62073, 13.36369, 13.40806)  0.0013
N (9.47029, 12.79340, 14.67411)  0.0058
H (5.96713, 9.56960, 18.38197)  0.0000
H (8.57321, 8.99091, 18.24165)  0.0000
H (5.76973, 12.18216, 17.43163)  0.0000
H (7.51797, 14.17684, 17.22305)  0.0000
H (9.39694, 15.96541, 18.09623)  0.0000
H (11.92719, 15.68485, 19.17882)  0.0000
H (12.75277, 13.22283, 18.50792)  0.0000
H (7.27283, 15.23704, 14.88043)  0.0000
H (8.69842, 15.20190, 12.47501)  0.0000
H (10.44219, 12.97078, 12.80333)  0.0001
N (14.72559, 9.32078, 16.10576)  0.0000
C (15.38101, 10.52516, 15.86768)  0.0000
C (14.34719, 11.47984, 15.91107)  0.0000
N (13.11788, 10.84134, 16.02379)  0.0001
C (13.42328, 9.54375, 16.21459)  0.0000
C (12.44596, 8.48546, 16.43198)  0.0000
N (11.11699, 8.68765, 16.50439)  -0.0001
C (10.53291, 7.41643, 16.36192)  0.0027
C (11.50142, 6.47065, 16.20327)  0.0010
N (12.70631, 7.13771, 16.20513)  0.0000
H (15.12684, 8.38528, 16.19910)  0.0000
H (16.43759, 10.69733, 15.76736)  0.0000
H (14.35709, 12.53455, 15.77908)  0.0000
H (9.46256, 7.32594, 16.44621)  0.0002
H (11.41794, 5.39794, 16.08888)  0.0000
H (13.63341, 6.68576, 16.17527)  0.0000
C (10.33455, 12.71216, 8.00822)  0.0073
C (9.95205, 11.84850, 9.20579)  0.0446
C (10.91000, 11.43807, 10.16323)  -0.0082
C (10.55175, 10.66407, 11.30225)  0.0376
C (11.61743, 10.17806, 12.28640)  0.0122
C (9.19645, 10.28743, 11.48450)  0.0556
Te (8.64765, 9.20043, 13.22576)  0.7781
C (8.26066, 10.54365, 10.42677)  0.0344
C (6.88874, 9.92730, 10.49687)  0.0072
C (8.66562, 11.33138, 9.36603)  -0.0058
H (11.27824, 12.38515, 7.57405)  0.0012
H (10.40237, 13.76498, 8.32250)  0.0028
H (9.51368, 12.61110, 7.26177)  0.0002
H (11.93927, 11.76016, 10.11474)  -0.0012
H (12.58165, 10.66255, 12.02003)  0.0000
H (11.76363, 9.10800, 12.16132)  0.0048
H (11.38010, 10.33653, 13.33767)  0.0027
H (6.97678, 8.84517, 10.58001)  0.0016
H (6.37451, 10.16183, 9.58325)  -0.0001
H (6.30272, 10.25379, 11.36951)  0.0048
H (7.91550, 11.62124, 8.60928)  -0.0010
C (10.22306, 8.95941, 22.64330)  0.0000
N (10.24476, 10.42952, 22.62670)  0.0000
C (11.45489, 10.82771, 23.36831)  0.0000
N (12.69628, 10.23409, 22.85950)  0.0000
C (12.59448, 8.76065, 22.89311)  0.0000
N (11.42948, 8.27239, 22.15900)  0.0000
C (11.61624, 8.50896, 20.69586)  0.0000
P (11.68984, 10.33377, 20.13000)  0.0000
C (10.23420, 10.86796, 21.22649)  0.0000
C (13.01273, 10.71361, 21.51702)  0.0000
H (9.34670, 8.59747, 22.13715)  0.0000
H (10.04667, 8.66735, 23.70465)  0.0000
H (11.26260, 10.60367, 24.41671)  0.0000
H (11.53855, 11.93206, 23.26890)  0.0000
H (12.44824, 8.51234, 23.95728)  0.0000
H (13.52603, 8.30005, 22.46507)  0.0000
H (10.84767, 7.98061, 20.11818)  0.0000
H (12.52898, 7.98904, 20.36337)  0.0000
H (9.36304, 10.43381, 20.67336)  0.0000
H (10.14950, 11.97360, 21.13558)  0.0000
H (13.17995, 11.80320, 21.51768)  0.0000
H (13.95762, 10.21393, 21.21476)  0.0000

* multiplicity: 2
* E_LUMO (alpha / beta): -2.68 / -4.39 eV
* charge: +1
* energy above the lowest of the compared OMol25 structures with the same formula, charge and spin: 1.7155 eV


Entry 3:
# C30H39CrN4O3S

C30H39CrN4O3S as an isolated structure (wB97M-V/def2-TZVPD, OMol25).

Last column: Löwdin spin population.
Element x y z (Å)
Cr (0.02981, 0.22981, -0.98509)  3.4001
O (-1.87909, 0.97101, -1.22436)  0.0217
C (-2.97409, 0.37320, -0.88915)  0.0036
C (-4.22509, 1.00959, -1.10456)  0.0025
C (-5.42765, 0.41899, -0.74924)  0.0001
C (-5.45606, -0.83986, -0.16172)  0.0040
C (-4.23573, -1.48484, 0.05917)  0.0006
C (-3.01994, -0.92686, -0.28797)  0.0030
C (-1.73148, -1.65217, 0.01787)  0.0075
N (-0.84214, -1.70566, -1.04319)  0.0003
C (0.22650, -2.66462, -0.83009)  -0.0026
C (1.36266, -2.11965, 0.06165)  -0.0156
N (1.66274, -0.71671, -0.18058)  -0.1853
C (1.97510, -0.44316, -1.50640)  -0.2329
C (2.78093, 0.77883, -1.80427)  -0.0268
C (4.16183, 0.81484, -1.88233)  -0.0090
C (4.85447, 1.98777, -2.20125)  0.0003
C (4.12190, 3.14623, -2.43796)  -0.0004
C (2.73594, 3.14514, -2.36108)  0.0010
C (2.02921, 1.96597, -2.03285)  0.0013
O (0.73289, 1.92578, -1.94030)  0.0163
H (-4.20132, 1.98871, -1.57379)  0.0002
H (-6.35746, 0.94966, -0.93815)  -0.0001
H (-6.39230, -1.30628, 0.12210)  0.0004
H (-4.22850, -2.46936, 0.52216)  0.0000
H (-1.95725, -2.64203, 0.46265)  0.0005
H (0.64844, -2.92311, -1.80850)  -0.0016
H (-0.15652, -3.60982, -0.39354)  -0.0010
H (2.26918, -2.73813, -0.08482)  -0.0096
H (1.06444, -2.22723, 1.10919)  0.0007
H (2.13839, -1.27351, -2.20424)  -0.0185
H (4.71386, -0.10209, -1.68918)  -0.0015
H (5.93863, 1.99794, -2.24648)  -0.0002
H (4.64043, 4.07068, -2.68060)  -0.0002
H (2.16626, 4.05302, -2.53037)  0.0000
C (-4.30018, 2.43779, 1.64514)  0.0001
C (-3.11213, 3.15327, 2.19929)  0.0003
C (-3.09686, 3.93210, 3.32626)  0.0006
C (-1.85298, 4.50347, 3.69726)  0.0007
N (-0.74881, 4.39166, 3.00850)  0.0005
C (-0.75930, 3.66678, 1.84739)  0.0029
S (0.43517, 3.45569, 0.74679)  0.0070
N (-1.95943, 2.99489, 1.54642)  0.0012
C (-1.75857, 5.27148, 4.98641)  0.0001
H (-5.17345, 2.59989, 2.27489)  0.0000
H (-4.09819, 1.36701, 1.57342)  0.0000
H (-4.51522, 2.78582, 0.63469)  0.0000
H (-3.99016, 4.08634, 3.91247)  0.0001
H (-1.92983, 2.49702, 0.65177)  0.0006
H (-2.72379, 5.68335, 5.28274)  0.0000
H (-1.02362, 6.06762, 4.88715)  0.0000
H (-1.41674, 4.59758, 5.77560)  0.0000
C (0.96132, -0.47408, 5.58732)  0.0000
C (1.38552, 0.41054, 4.41177)  0.0001
C (1.13820, 1.88346, 4.74990)  0.0000
C (2.88012, 0.20793, 4.15384)  -0.0002
C (0.63080, 0.01002, 3.13618)  0.0009
H (1.39283, -0.11358, 6.52688)  0.0000
H (1.29623, -1.50336, 5.43041)  0.0000
H (-0.12535, -0.49442, 5.70277)  0.0000
H (1.68420, 2.16623, 5.65686)  0.0000
H (0.07807, 2.08679, 4.92003)  0.0000
H (1.47452, 2.52945, 3.93449)  0.0000
H (3.46772, 0.40317, 5.05798)  0.0000
H (3.22519, 0.87491, 3.36177)  -0.0002
H (3.07711, -0.81575, 3.82525)  -0.0001
H (0.77125, -1.06273, 2.97315)  0.0001
C (-0.86429, 0.34616, 3.11596)  0.0005
C (-1.70502, -0.68994, 2.37618)  0.0025
C (-1.83922, -1.99170, 3.16870)  0.0010
O (-1.06453, -0.87973, 1.14170)  0.0207
H (-1.26198, 0.46608, 4.13219)  0.0000
H (-0.99916, 1.29001, 2.60716)  0.0003
H (1.11474, 0.47091, 2.27126)  0.0010
H (-2.72145, -0.29001, 2.21833)  0.0000
H (-0.86088, -2.44866, 3.33071)  0.0000
H (-2.46247, -2.70882, 2.63242)  0.0001
H (-2.30258, -1.79852, 4.14169)  0.0004

* multiplicity: 4
* E_LUMO (alpha / beta): 4.24 / 4.24 eV
* charge: -2


Entry 4:
# C30H39F18N3O12

A 9-piece molecular cluster, C30H39F18N3O12 overall (wB97M-V/def2-TZVPD, OMol25).

Last column: Löwdin charge in e.
Element x y z (Å)
C (2.64760, -1.11613, 2.89974)  -0.0550
C (1.18991, -0.85581, 3.39082)  -0.2007
O (1.07886, 0.31184, 4.19547)  0.0117
C (0.83271, 1.56443, 3.58745)  -0.2113
O (0.69820, 1.81020, 2.34824)  0.0837
C (0.96591, 2.69786, 4.62612)  -0.5575
F (0.30360, 3.81057, 4.19866)  0.1438
F (0.41168, 2.32377, 5.80042)  0.1487
F (2.21062, 2.93446, 4.89595)  0.2149
H (2.85528, -2.06826, 2.41145)  0.0670
H (3.35938, -1.13027, 3.72512)  0.0714
H (3.05094, -0.38415, 2.20001)  0.0633
H (0.86050, -1.70477, 3.98987)  0.1047
H (0.53121, -0.87482, 2.52257)  0.0886
C (-0.93563, -6.26586, 5.06198)  -0.0623
C (-0.61638, -5.88938, 3.58749)  -0.1801
O (-1.69168, -5.09752, 3.08523)  0.0214
C (-1.72153, -3.76900, 3.26619)  -0.2988
O (-1.05329, -3.14814, 4.12066)  0.0987
C (-2.79813, -2.98104, 2.44443)  -0.6353
F (-2.15298, -1.93087, 2.07613)  0.1962
F (-3.29728, -3.67355, 1.43033)  0.1871
F (-3.76574, -2.65063, 3.25531)  0.2056
H (-1.79581, -6.91625, 5.22067)  0.0775
H (-0.96086, -5.39814, 5.72117)  0.0728
H (-0.07104, -6.83000, 5.41176)  0.0723
H (-0.53095, -6.84153, 3.06384)  0.1228
H (0.32449, -5.33946, 3.56643)  0.1242
C (-1.95418, 3.14795, -6.71974)  -0.0679
C (-3.34760, 3.23993, -6.23428)  -0.2494
O (-3.32773, 2.96027, -4.87949)  0.0263
C (-4.08285, 3.59209, -3.96356)  -0.3378
O (-4.88656, 4.48926, -4.11147)  0.1711
C (-3.94083, 2.97944, -2.58231)  -0.6358
F (-2.93147, 2.12081, -2.36093)  0.1475
F (-3.80035, 3.93392, -1.69962)  0.1952
F (-5.01695, 2.34054, -2.32308)  0.2304
H (-1.29624, 3.73700, -6.08083)  0.0902
H (-1.73196, 3.31359, -7.77391)  0.0885
H (-1.63780, 2.11633, -6.56553)  0.0735
H (-3.94942, 2.48406, -6.73882)  0.1377
H (-3.70495, 4.25718, -6.39427)  0.1317
C (-3.41611, 2.81331, 2.29229)  -0.0716
C (-3.60806, 3.27761, 3.68250)  -0.2291
O (-3.09510, 2.25913, 4.54910)  -0.0081
C (-3.91010, 1.20644, 4.98851)  -0.3235
O (-5.00106, 0.98818, 4.56884)  0.1850
C (-3.35382, 0.43228, 6.18720)  -0.5612
F (-4.27156, 0.35479, 7.14164)  0.1794
F (-3.14881, -0.80260, 5.79836)  0.1878
F (-2.21935, 0.93180, 6.74684)  0.1495
H (-2.35355, 3.01417, 2.15539)  0.0722
H (-4.05874, 3.41587, 1.65038)  0.0907
H (-3.57279, 1.75489, 2.08423)  0.0841
H (-4.67022, 3.36117, 3.91251)  0.1184
H (-3.22557, 4.29439, 3.77170)  0.1333
C (5.12504, 1.70876, -3.43197)  -0.0642
C (4.91097, 1.90651, -1.94249)  -0.2057
O (5.18053, 0.64344, -1.28043)  -0.0222
C (6.46035, 0.17983, -1.00883)  -0.2832
O (7.46038, 0.88102, -1.16685)  0.1336
C (6.51674, -1.15193, -0.16750)  -0.5801
F (7.44431, -1.09844, 0.71901)  0.2249
F (5.34772, -1.46010, 0.35230)  0.1829
F (6.90060, -2.16065, -1.01546)  0.1253
H (4.48533, 0.92999, -3.84717)  0.0771
H (6.11625, 1.28138, -3.58340)  0.0757
H (4.98417, 2.63534, -3.98847)  0.0855
H (3.84570, 2.12113, -1.85740)  0.0926
H (5.44112, 2.77078, -1.54242)  0.1254
C (-0.80503, -0.53747, -3.34318)  -0.0557
C (-0.78096, -1.47156, -4.56111)  -0.1832
O (-0.11872, -2.70231, -4.21164)  -0.0056
C (-0.15272, -3.72069, -5.09650)  -0.2724
O (-0.80197, -3.54538, -6.19222)  0.0907
C (0.61155, -4.95312, -4.64857)  -0.5610
F (0.45871, -5.21434, -3.33340)  0.1617
F (0.17885, -6.00308, -5.33884)  0.1763
F (1.91262, -4.87464, -4.88929)  0.1813
H (-1.19288, 0.46313, -3.53421)  0.0788
H (0.21736, -0.51973, -2.96568)  0.0354
H (-1.36174, -0.92265, -2.48890)  0.0705
H (-0.27502, -0.94070, -5.36752)  0.1294
H (-1.78395, -1.68716, -4.92938)  0.1242
C (-1.14399, 0.70358, 0.03763)  -0.0530
C (0.15125, 0.95515, -0.59972)  -0.2579
N (1.12570, 1.13471, -1.21591)  0.1696
H (-1.73195, -0.01063, -0.53885)  0.0745
H (-1.66375, 1.66110, 0.07077)  0.0682
H (-1.04647, 0.40858, 1.08240)  0.0573
C (2.25588, -2.08967, -1.97077)  -0.0602
C (1.38003, -2.17451, -0.83700)  -0.2655
N (0.62819, -2.34212, 0.03642)  0.1660
H (1.72525, -2.06499, -2.92257)  0.0584
H (2.93093, -2.94547, -1.96920)  0.0960
H (2.74615, -1.11617, -1.96538)  0.0689
C (2.43784, 3.59966, 0.44423)  -0.0863
C (1.08307, 4.13380, 0.18810)  -0.2719
N (0.00279, 4.57282, 0.03496)  0.1251
H (3.22274, 4.01380, -0.18864)  0.0712
H (2.57953, 2.53165, 0.27878)  0.0412
H (2.57561, 3.87000, 1.49115)  0.0767

* multiplicity: 1
* E_LUMO: 0.18 eV
* structure (SMILES): CCOC(=O)C(F)(F)F.CCOC(=O)C(F)(F)F.CCOC(=O)C(F)(F)F.CCOC(=O)C(F)(F)F.CCOC(=O)C(F)(F)F.CCOC(=O)C(F)(F)F.CC#N.CC#N.CC#N
* energy above the lowest of the compared OMol25 structures with the same formula, charge and spin: 0.2069 eV


no.,calculated total energy (eV)
1,-167441.2156
2,-99899.3877
3,-83103.7603
4,-109695.6442